1) This record from OMol25 describes one molecule with the formula C3H6P2. The level of theory is the ωB97M-V functional and the def2-TZVPD basis.

CARTESIAN COORDINATES (ANGSTROEM)
C: 0.16 -0.12 0.23
C: -0.90 -0.89 -0.56
C: 0.43 1.30 0.04
P: 1.64 -1.24 0.75
P: 0.32 -0.74 2.18
H: -1.04 -0.40 -1.63
H: -1.83 -1.08 -0.05
H: -0.53 -1.84 -0.69
H: 1.43 1.61 0.52
H: -0.37 1.92 0.36
H: 0.69 1.47 -1.15

The HOMO energy is -8.481 eV. As for the net charge: 0.

Löwdin atomic charge list, values in e, 8 entries:
1. C -1.016
2. C -0.184
3. C -0.236
4. P 0.520
5. P 0.512
6. H 0.119
7. H 0.050
8. H -0.009

2) This record from OMol25 describes one molecule with the formula C3H6P2. The level of theory is the ωB97M-V functional and the def2-TZVPD basis.

CARTESIAN COORDINATES (ANGSTROEM)
H: -3.36 1.65 0.43
P: -3.01 0.21 -0.03
C: -1.37 0.37 0.10
P: -0.29 -1.09 0.09
C: 1.15 -0.40 -0.83
C: 1.33 -0.55 0.64
H: -0.93 1.28 0.19
H: 1.07 0.61 -1.31
H: 1.82 -1.01 -1.48
H: 2.01 -1.39 0.89
H: 1.58 0.31 1.31

The SMILES is [H]/P=C/P1CC1. The HOMO energy is -9.159 eV. As for the net charge: 0.

Löwdin atomic charge list, values in e, 8 entries:
1. H -0.100
2. P 0.721
3. C -0.842
4. P 0.821
5. C -0.416
6. C -0.451
7. H -0.044
8. H 0.083

Short version: 1) is the most stable of them.